Entry 1:
Molecular formula: C4H3N
Method: DFT, ωB97M-V with the def2-TZVPD basis set

Geometry as ORCA input:
```
! RIJCOSX wB97M-V def2-TZVPD def2/J DEFGRID3
* xyz 0 1
N -0.544 -1.691 1.710
C -0.046 0.769 -0.398
C -0.026 -1.252 0.776
C 0.558 -0.568 -0.389
C -0.671 1.772 -0.177
H 1.649 -0.531 -0.286
H -1.251 2.634 0.065
H 0.332 -1.133 -1.301
*
```

Properties
Energy relative to the best compared isomer or geometry (same formula, charge and spin) = 39.9 kJ/mol
Gap between HOMO and LUMO = 11.58 eV
SMILES string = C#CCC#N

***

Entry 2:
Molecular formula: C3H4O3S
Method: DFT, ωB97M-V with the def2-TZVPD basis set

Geometry as ORCA input:
```
! RIJCOSX wB97M-V def2-TZVPD def2/J DEFGRID3
* xyz 0 1
S 4.797 0.185 -0.247
O 2.761 -0.952 -0.102
O 4.237 1.409 0.194
O 5.365 -0.573 0.875
C -0.944 0.342 -0.128
C 0.366 -0.292 -0.331
C 1.547 -0.513 -0.287
H -1.644 -0.399 -0.049
H 2.938 -1.217 0.802
H -1.370 0.859 -1.002
H -1.010 0.882 0.725
*
```

Properties
Energy relative to the best compared isomer or geometry (same formula, charge and spin) = 418.9 kJ/mol
Gap between HOMO and LUMO = 9.19 eV

***

Entry 3:
Molecular formula: C23H25CeF4N3O4Si
Method: DFT, ωB97M-V with the def2-TZVPD basis set

Geometry as ORCA input:
```
! RIJCOSX wB97M-V def2-TZVPD def2/J DEFGRID3
* xyz -1 2
Ce 0.343 0.142 -0.589
Si 0.833 -2.799 -2.475
F 2.695 0.116 0.264
F 1.003 3.147 -4.232
F 2.441 3.936 -2.835
F 2.971 2.277 -4.104
O -1.624 0.916 -1.496
O 0.266 -0.827 1.470
O 1.000 0.733 -2.762
O 1.531 2.164 -1.119
N -0.636 1.594 0.971
N 0.082 1.390 2.157
N 1.610 -1.882 -1.270
C 1.465 1.815 -2.321
C -0.928 2.818 0.655
C -1.558 3.107 -0.607
C -0.568 3.949 1.570
C 2.917 -0.779 5.697
C 5.116 -3.048 -0.625
C 0.471 0.150 2.298
C 1.562 0.814 4.496
C 2.906 -1.974 -0.841
C -1.844 2.182 -1.594
C 5.596 -2.034 0.192
C -0.924 -2.145 -2.471
C 2.361 0.493 5.583
C 4.745 -0.973 0.489
C 3.476 -0.977 -0.025
C 1.304 -0.139 3.512
C -2.429 2.671 -2.899
C 1.579 -2.541 -4.155
C 3.818 -3.019 -1.124
C 2.665 -1.728 4.717
C 1.860 -1.407 3.629
C 1.985 2.817 -3.385
C 0.708 -4.639 -2.204
H 1.659 -2.129 2.847
H 5.053 -0.142 1.112
H -1.768 4.145 -0.827
H 5.760 -3.883 -0.880
H 2.601 -2.937 -4.189
H -1.571 -2.687 -3.167
H 0.107 -5.078 -3.009
H 1.686 -5.131 -2.207
H 3.546 -1.025 6.544
H 3.100 -2.718 4.792
H -1.772 3.411 -3.360
H 6.603 -2.059 0.587
H 3.473 -3.833 -1.755
H -0.951 -1.094 -2.773
H 0.223 -4.865 -1.248
H 2.558 1.239 6.345
H -0.965 4.889 1.190
H 1.131 1.802 4.387
H 0.994 -3.038 -4.939
H 0.519 4.017 1.645
H -3.404 3.141 -2.742
H 1.623 -1.468 -4.371
H -2.545 1.829 -3.578
H -0.937 3.764 2.578
H -1.371 -2.238 -1.476
*
```

Properties
Energy relative to the best compared isomer or geometry (same formula, charge and spin) = 0.0 kJ/mol
Gap between HOMO and LUMO (spin up / spin down) = 7.18 / 7.26 eV
Expectation value of S² = 0.7507

***

Entry 4:
Molecular formula: C4H12N2O2
Method: DFT, ωB97M-V with the def2-TZVPD basis set

Geometry as ORCA input:
```
! RIJCOSX wB97M-V def2-TZVPD def2/J DEFGRID3
* xyz 0 1
O 1.708 0.515 1.730
O -1.018 -1.984 0.142
N 0.183 1.710 -1.450
N -1.357 -0.687 0.477
C -1.039 -2.179 -1.258
C -1.329 -0.427 1.723
C 0.811 1.856 -0.161
C 1.637 0.591 0.342
H -0.782 -3.221 -1.406
H 0.867 1.483 -2.162
H -2.033 -1.984 -1.671
H -1.222 -1.191 2.490
H 2.655 0.671 -0.038
H -1.698 0.548 2.001
H 1.146 -0.313 -0.054
H 1.490 2.711 -0.191
H 0.766 0.394 2.082
H -0.515 0.973 -1.412
H -0.304 -1.541 -1.757
H 0.033 2.075 0.573
*
```

Properties
Energy relative to the best compared isomer or geometry (same formula, charge and spin) = 415.2 kJ/mol
Gap between HOMO and LUMO = 9.65 eV
SMILES string = C=NOC.NCCO

***

Entry 5:
Molecular formula: C29H38IN5O2S2SiTi
Method: DFT, ωB97M-V with the def2-TZVPD basis set

Geometry as ORCA input:
```
! RIJCOSX wB97M-V def2-TZVPD def2/J DEFGRID3
* xyz 2 1
I 2.196 -1.789 -8.459
Ti 0.783 0.448 -0.190
S -0.839 4.499 -1.523
S -3.957 1.927 3.258
Si -1.423 -0.849 -0.647
O 1.759 -0.260 -1.660
O 0.069 0.947 -2.162
N -1.560 1.605 2.456
N 1.703 -1.540 0.540
N 3.027 0.826 0.465
N -0.137 2.554 0.009
N 0.803 0.508 1.923
C -2.179 2.329 1.478
C -1.932 0.562 4.651
C -2.345 1.323 3.451
C -3.919 -1.822 2.593
C 3.143 -1.611 0.260
C 3.836 -0.356 0.804
C -3.497 2.593 1.754
C -3.312 -1.170 1.533
C 1.241 -0.192 -3.953
C 2.748 -1.219 -5.529
C 2.892 1.773 1.571
C 0.305 3.359 -0.936
C -2.430 -3.670 2.300
C 0.990 0.198 -2.573
C -3.471 -3.071 2.990
C -1.968 3.897 -0.403
C -2.772 0.213 -1.521
C 0.281 -0.048 -4.959
C -2.243 -1.739 0.846
C 1.779 -1.087 -6.521
C -1.829 -3.010 1.244
C 2.476 -0.784 -4.253
C 0.548 -0.501 -6.235
C 1.946 1.153 2.603
C -1.442 2.878 0.346
C 0.483 -0.797 2.527
C 1.691 3.417 -1.483
C 1.396 -1.878 1.937
C -0.978 -2.207 -1.955
H -4.208 3.144 1.172
H -1.040 -3.507 0.699
H 3.216 -0.883 -3.470
H 2.327 -1.937 2.507
H -1.763 -2.959 -2.000
H 0.597 -0.769 3.618
H 0.899 -2.849 2.015
H 3.279 -1.655 -0.821
H 3.955 -0.422 1.887
H -2.330 0.824 -2.305
H -2.531 0.870 5.504
H 3.701 -1.665 -5.766
H 3.468 1.291 -0.327
H -0.674 0.400 -4.727
H -0.883 0.734 4.879
H 1.685 3.975 -2.420
H -0.038 -2.729 -1.779
H -3.308 0.878 -0.849
H -3.504 -0.443 -1.989
H -3.697 -0.215 1.212
H -0.560 -1.040 2.306
H 2.103 2.422 -1.678
H 2.462 2.704 1.188
H -3.948 -3.581 3.814
H -0.913 -1.760 -2.945
H -4.755 -1.363 3.100
H 3.591 -2.511 0.696
H 2.485 0.400 3.183
H 2.340 3.958 -0.789
H -0.054 1.085 2.129
H -2.940 4.336 -0.322
H -2.083 -0.508 4.499
H 3.859 2.008 2.039
H 4.842 -0.295 0.379
H 1.606 1.925 3.300
H 1.241 -2.207 -0.079
H -2.093 -4.657 2.575
H -0.192 -0.409 -7.014
*
```

Properties
Energy relative to the best compared isomer or geometry (same formula, charge and spin) = 59.5 kJ/mol
Gap between HOMO and LUMO (spin up / spin down) = 6.93 / 6.93 eV

***

Entry 6:
Molecular formula: C3H5IO2
Method: DFT, ωB97M-V with the def2-TZVPD basis set

Geometry as ORCA input:
```
! RIJCOSX wB97M-V def2-TZVPD def2/J DEFGRID3
* xyz 0 1
I -2.124 -2.581 1.091
O 0.725 -2.424 1.657
O 1.517 -0.729 -0.220
C -0.097 -2.046 0.915
C 0.163 -0.975 -0.247
C -0.724 0.281 -0.076
H -0.905 0.681 0.868
H -0.150 -1.384 -1.220
H -0.292 0.961 -0.789
H 2.013 -1.266 0.553
H -1.832 -0.023 -0.331
*
```

Properties
Energy relative to the best compared isomer or geometry (same formula, charge and spin) = 44.6 kJ/mol
Gap between HOMO and LUMO = 10.47 eV
SMILES string = C[C@@H](O)C(=O)I